{
  "formula": "C34H28Cl3FeN5O2",
  "method": "ωB97M-V with the def2-TZVPD basis set",
  "symbols": ["C", "N", "C", "C", "O", "H", "Cl", "C", "H", "C", "H", "C", "C", "C", "H", "H", "C", "N", "H", "N", "H", "H", "C", "C", "H", "H", "H", "H", "H", "Cl", "C", "C", "N", "H", "O", "C", "H", "C", "C", "H", "H", "C", "Cl", "C", "H", "C", "H", "C", "C", "C", "C", "Fe", "H", "H", "C", "C", "H", "C", "H", "C", "H", "C", "C", "C", "N", "C", "H", "H", "C", "H", "H", "C", "C"],
  "positions_angstrom": [[-3.7570, 1.7984, -1.6572], [1.8423, -0.4026, 0.0861], [-1.4219, -1.6008, 1.8473], [-0.2977, 3.5741, 3.5559], [-0.2530, 4.0603, 0.7690], [-2.5804, 1.4230, 1.9543], [-5.9813, -4.9327, -0.2223], [1.2002, -2.5823, -0.4821], [-1.6746, -0.7447, 2.4632], [-0.6914, -4.1468, -1.6560], [-4.6273, -1.5445, -3.4080], [-4.8453, -2.6136, 0.6805], [-3.8054, -1.8535, 1.1686], [-2.3752, -3.7734, 1.1097], [-1.4198, -4.2468, 1.2979], [-4.1037, -0.9437, -1.8263], [-2.2419, -0.9128, -4.5729], [0.6741, 1.9397, 0.4009], [-1.4757, -4.7239, -2.1272], [-2.9241, -0.3368, -3.4409], [0.6681, -5.7964, -1.3739], [-1.5482, -1.7254, -4.2870], [-3.7575, -1.3230, -2.7845], [-3.9964, 2.3028, 0.6589], [-1.2450, -0.4268, -2.1254], [2.3450, 4.0417, 0.7116], [-0.5508, -2.1557, 2.1944], [-1.4038, 1.0215, -3.1251], [-4.5202, 2.7905, 1.4743], [6.5709, 1.7207, 0.0269], [4.0789, 0.6608, 0.0779], [2.2843, -1.6583, 0.0316], [0.0413, -2.0181, -0.8593], [-1.8059, -2.3023, -1.7020], [3.4063, -2.1414, 0.2609], [-0.1180, 2.5737, 2.6017], [-5.3055, 3.0664, -0.8739], [-4.4405, 2.4534, -0.6474], [-2.6418, 1.0105, -1.3714], [-2.9705, -1.3261, -5.2763], [-5.8149, -2.1628, 0.5073], [0.0883, 2.9393, 1.1382], [5.1198, 4.5027, 0.6532], [-1.9751, 0.3002, -2.5276], [-4.0992, 1.8730, -2.6826], [0.4968, -4.7350, -1.2336], [-0.3265, 4.6028, 3.2280], [-3.4129, -4.5396, 0.6186], [-2.8749, 1.5278, 0.9155], [2.8234, 3.0867, 0.5474], [-0.4163, 1.8500, 5.2090], [-0.2601, -0.0442, 0.4073], [4.5821, -0.2827, -0.0613], [2.4121, -4.3176, -0.2952], [-0.4372, 3.2066, 4.8801], [-4.6505, -3.9590, 0.3966], [-0.2638, -0.1424, 4.3934], [-2.5100, -2.3919, 1.3980], [-1.6613, -0.1452, -5.0889], [2.6965, 0.6886, 0.1978], [-0.5664, 3.9585, 5.6507], [4.8327, 1.8263, 0.1931], [-2.1322, 0.8615, -0.0733], [1.4573, -3.9399, -0.6314], [-0.0969, 1.2681, 2.9176], [-0.8759, -2.7887, -1.4263], [-0.5262, 1.5168, 6.2333], [-3.2674, -5.5930, 0.4132], [2.0372, 1.9403, 0.3852], [-3.9676, -0.8002, 1.3558], [-3.2302, -2.2734, -2.5947], [-0.2562, 0.9232, 4.1883], [4.2053, 3.0260, 0.4509]],
  "forces_ev_per_angstrom": [[-0.050, -0.002, 0.005], [0.223, 0.039, 0.070], [0.561, 0.244, 0.050], [0.005, -0.178, -0.159], [0.232, -0.774, 0.265], [0.072, 0.016, 0.146], [-0.031, -0.023, -0.020], [-0.147, -0.149, -0.095], [-0.082, 0.040, 0.051], [0.303, -0.081, 0.068], [-0.029, -0.046, -0.020], [-0.079, -0.043, -0.052], [0.055, 0.074, 0.004], [0.029, 0.058, 0.061], [0.099, -0.021, -0.033], [-0.042, 0.009, 0.028], [-0.001, -0.029, -0.078], [-0.014, 0.305, 0.406], [-0.022, -0.004, 0.013], [-0.090, 0.070, -0.084], [-0.015, 0.005, -0.011], [-0.006, 0.010, -0.013], [-0.140, -0.155, -0.063], [-0.013, 0.001, 0.019], [-0.153, 0.397, -0.133], [-0.002, 0.049, -0.043], [0.016, -0.058, 0.167], [0.031, -0.020, 0.024], [-0.027, 0.024, 0.039], [0.046, -0.011, 0.013], [-0.028, -0.096, 0.118], [-0.048, 0.146, -0.128], [0.253, -0.361, 0.107], [0.361, -0.177, 0.255], [-0.149, 0.136, -0.064], [-0.119, -0.443, 0.309], [-0.035, 0.016, -0.010], [-0.006, 0.010, -0.017], [-0.021, 0.028, -0.080], [0.003, -0.010, -0.004], [-0.015, 0.015, -0.006], [-0.003, 0.447, -0.572], [0.020, 0.049, 0.002], [0.338, -0.010, 0.083], [-0.032, 0.012, -0.086], [-0.317, 0.088, -0.161], [0.006, 0.023, -0.019], [-0.097, -0.038, -0.025], [-0.016, 0.009, 0.013], [-0.027, 0.023, 0.034], [-0.008, 0.317, -0.046], [-0.380, -0.275, 0.114], [-0.026, -0.025, -0.005], [0.012, 0.011, 0.003], [-0.006, -0.371, 0.150], [0.000, -0.030, -0.006], [0.004, -0.007, -0.002], [-0.059, -0.070, -0.063], [0.003, 0.003, 0.000], [0.167, -0.125, -0.012], [0.006, -0.026, -0.002], [0.042, 0.078, -0.010], [-0.115, 0.062, -0.207], [-0.068, 0.225, -0.013], [0.007, 0.635, -0.213], [-0.077, -0.205, 0.065], [-0.007, 0.014, -0.005], [0.010, -0.035, -0.015], [-0.041, 0.053, -0.027], [-0.010, 0.006, 0.016], [-0.310, 0.072, -0.156], [-0.015, 0.119, 0.049], [0.071, -0.041, 0.007]],
  "homo_lumo_gap_ev": [4.93, 5.60],
  "e_tot_ev": -119213.996,
  "spin_multiplicity": 5,
  "charge": -2
}

***

{
  "formula": "C32H82ClN6O14",
  "method": "ωB97M-V with the def2-TZVPD basis set",
  "symbols": ["H", "H", "H", "H", "C", "O", "H", "C", "H", "H", "H", "C", "N", "H", "C", "N", "H", "O", "H", "C", "C", "C", "H", "H", "H", "C", "H", "H", "H", "C", "C", "H", "O", "C", "O", "H", "H", "H", "H", "H", "H", "H", "C", "N", "H", "H", "C", "H", "H", "H", "H", "N", "C", "H", "H", "C", "O", "C", "C", "H", "C", "H", "H", "H", "C", "H", "H", "H", "H", "H", "H", "C", "H", "H", "H", "H", "H", "H", "O", "C", "N", "H", "Cl", "H", "O", "C", "H", "H", "H", "H", "H", "C", "O", "H", "H", "C", "C", "C", "O", "H", "N", "H", "C", "H", "H", "O", "H", "O", "H", "H", "H", "O", "H", "C", "H", "C", "O", "H", "H", "H", "C", "H", "C", "H", "H", "H", "C", "H", "H", "H", "O", "H", "H", "H", "H"],
  "positions_angstrom": [[-6.3616, -2.6637, 1.6390], [1.8319, -4.5267, 0.9882], [0.1901, -4.7155, 4.8876], [-8.1322, -4.7394, 1.5255], [-4.6792, 1.5465, -7.8220], [0.9859, -0.6228, 0.8508], [-3.5604, 1.6670, -4.4964], [-2.0172, -0.4383, 4.0520], [1.3750, 3.7281, 0.1572], [4.3582, 3.8496, -1.1580], [5.2673, 3.9472, 1.7453], [-1.9639, 3.5444, -3.7357], [-5.6062, -3.0022, 1.0608], [0.2191, -3.8557, 6.4237], [-3.2826, -4.3859, 2.4434], [4.0196, -1.9205, -2.6147], [-5.1975, 1.5553, 2.5529], [6.9816, 6.3539, 2.9249], [3.5028, -0.1081, -0.3880], [-1.5469, -3.7856, 1.0327], [6.0150, 0.0131, 0.4587], [4.1350, 3.7954, -0.0791], [-1.2425, -3.8219, 5.4326], [8.1617, 4.7314, 0.2820], [6.1405, 5.2165, -0.7282], [-6.0398, -3.9209, 0.0504], [-2.8623, 1.5846, -0.4470], [-1.0431, 4.1284, -3.6353], [7.5118, -0.2842, -5.1767], [7.6026, 5.2791, 2.2662], [-0.1576, -3.8130, 5.3980], [3.9450, -1.3784, 0.7665], [0.2672, 1.1766, -0.5031], [-5.8840, 0.7427, 2.8332], [-2.0411, -4.7920, 1.8920], [0.0574, -2.3050, -0.2030], [0.1649, -2.6644, 3.6136], [6.4448, 6.8565, 4.8570], [1.0592, -3.1739, 1.8366], [-5.3835, 1.0272, -8.4702], [3.4746, -2.6077, -3.1272], [7.1709, 5.2912, 4.7084], [3.5743, -0.6207, -3.1891], [0.1092, -3.2246, -0.6434], [-1.5602, 0.5530, 4.1084], [-3.1688, -3.4833, 3.0561], [-2.1308, 2.7065, -2.4820], [-1.7828, -0.9669, 3.1278], [-1.7174, 3.3173, -1.6675], [-3.7974, 2.8915, -5.7337], [8.6802, 5.2761, 2.5030], [1.8352, -2.5389, 4.9053], [4.3699, -0.2583, -4.4258], [-5.5359, 0.3395, 3.7929], [0.0927, -1.2467, 6.2897], [5.4338, 4.0333, 0.6680], [-8.3536, -3.1269, 0.2214], [0.9019, -4.1800, 1.4395], [-0.1981, -1.2976, 5.2320], [-5.2765, 2.2080, -7.1814], [-2.8150, 1.0927, -6.4427], [-7.6919, -4.3204, -1.3231], [-2.2840, -3.5919, 0.2420], [6.1172, 3.1857, 0.4463], [3.5608, -2.0886, -1.2266], [7.7792, 6.4073, 0.4666], [-2.7594, 4.3034, -3.7959], [-4.0124, 2.1761, -8.4276], [-1.6094, 3.4363, -5.6952], [3.7636, 2.7834, 0.1017], [-1.4244, -2.8662, 1.6255], [4.0768, -1.0377, -0.2658], [-9.6024, -3.7931, 1.6734], [-6.2503, -4.8861, 0.5359], [-2.3482, 0.2276, -5.9734], [-7.1681, -2.6314, -1.2907], [5.4238, 0.9138, 0.6852], [-5.2469, -4.1300, -0.6676], [-5.9187, -0.2476, 1.8406], [-4.7516, -1.9235, 0.6087], [6.0650, 5.2974, 0.2830], [-5.1028, -1.4361, -0.3178], [0.0875, 0.5066, 0.7665], [-0.5831, -3.2646, -1.3830], [5.7413, -0.4331, -4.2390], [6.4927, 0.0746, -5.3104], [-4.4432, 2.4627, -0.4097], [4.1275, 0.7834, -4.6962], [2.4645, -2.1134, -1.1428], [-0.3339, -5.2012, 0.0158], [-3.8750, -0.1297, 1.3265], [-0.2197, -4.1899, 0.4147], [3.1905, 4.7983, 0.1929], [3.9861, -0.8762, -5.2571], [6.0945, -0.2306, -6.2864], [-3.0924, 2.1338, -5.3620], [0.3816, -2.5917, 4.6885], [-4.6551, -0.8357, 1.6511], [-1.6028, -1.2406, 5.1528], [-6.8859, 1.1538, 2.9289], [-1.8247, 2.7558, -4.9712], [-4.3169, 0.9251, -1.1965], [-7.3260, -3.5162, -0.6670], [8.1896, 6.7344, 4.5452], [-4.0301, -4.1924, 1.6635], [-3.9599, 0.5927, -7.0906], [-9.4008, -4.9131, 0.2826], [-3.5169, 2.5357, -2.2209], [2.2457, -1.7522, 4.4128], [2.5309, -0.7552, -3.5116], [0.6547, -4.8247, 2.2887], [5.4364, -0.7410, -0.5554], [0.2598, -0.4374, 4.7269], [-3.7586, 1.8532, -1.0093], [-3.7469, -2.3077, 0.4184], [7.4454, 5.4097, 0.7797], [0.3578, 1.4249, 1.8469], [7.2122, 4.3192, 2.6310], [-3.6495, -5.1868, 3.0866], [6.5156, 1.1763, -5.3020], [7.2037, 6.3115, 4.2948], [2.3034, 3.5430, 1.5704], [2.0354, 4.3042, 0.8199], [-1.5856, 1.7642, -2.5522], [-3.0908, -0.2845, 4.1481], [2.2820, -3.3727, 4.5421], [-8.8992, -4.2047, 0.9529], [3.9034, -3.0790, -0.9076], [6.1248, -0.5573, 1.3943], [7.0116, 0.3230, 0.1416], [-1.2963, 0.0816, 0.8655], [3.5551, 0.1656, -2.4396], [-4.2948, -1.2621, 2.5990], [1.4919, 5.0937, 1.3304], [-2.0950, 1.5057, -7.1666]],
  "forces_ev_per_angstrom": [[-0.186, 0.112, -0.234], [0.014, 0.029, -0.007], [-0.115, -0.031, 0.011], [-0.051, -0.041, -0.062], [-0.213, 0.358, 0.014], [-0.155, -0.258, 0.070], [0.066, -0.014, 0.024], [-0.205, -0.277, 0.466], [-0.006, 0.426, -0.261], [-0.025, -0.103, 0.068], [-0.158, 0.471, -0.014], [0.570, 0.015, -0.286], [0.193, 0.385, 0.016], [0.008, 0.127, -0.010], [0.101, -0.389, -0.106], [-0.575, 0.721, 0.006], [-0.052, -0.050, 0.012], [-0.525, -0.014, -0.240], [-0.090, -0.090, 0.255], [-0.074, -0.316, 0.495], [0.180, 0.308, 0.368], [0.550, 0.356, -0.738], [-0.133, 0.017, -0.138], [-0.279, -0.338, 0.220], [-0.095, 0.451, 0.005], [-0.843, -0.771, 0.331], [0.079, 0.224, -0.065], [0.059, -0.196, 0.030], [0.006, -0.049, -0.152], [0.453, -0.090, 0.112], [0.103, -0.253, 0.084], [0.014, -0.023, 0.007], [0.167, -0.136, 0.090], [0.257, 0.283, -0.045], [-0.078, -0.092, 0.137], [0.177, 0.069, -0.362], [-0.284, 0.046, 0.151], [-0.077, 0.266, -0.395], [0.022, 0.038, -0.224], [0.139, -0.119, -0.076], [0.371, -0.190, -0.075], [0.046, -0.008, -0.253], [-0.314, -1.014, 0.130], [0.100, -0.327, 0.152], [0.222, -0.095, -0.320], [0.020, 0.098, -0.034], [-0.191, 1.110, 0.094], [-0.019, 0.428, -0.264], [0.172, -0.388, 0.114], [-0.065, -0.047, 0.049], [-0.050, 0.021, -0.080], [0.077, 0.131, 0.060], [-0.717, 0.191, -0.090], [-0.140, -0.026, 0.014], [-0.104, 0.054, -0.032], [0.370, -0.698, 0.149], [-0.142, -0.142, 0.340], [-0.005, -0.218, 0.252], [0.342, -0.136, 0.569], [0.115, -0.025, 0.014], [0.229, 0.044, 0.375], [0.143, -0.064, 0.047], [0.108, -0.018, -0.079], [-0.200, 0.022, -0.095], [-0.058, -0.411, 0.108], [0.057, -0.022, 0.288], [-0.222, -0.254, 0.089], [-0.032, -0.075, -0.048], [0.244, -0.238, -0.071], [-0.123, 0.058, 0.186], [0.058, 0.204, -0.254], [0.038, 0.423, -0.621], [-0.137, 0.031, -0.128], [0.195, 0.007, -0.072], [0.115, 0.016, -0.057], [0.100, -0.078, 0.023], [0.036, -0.040, -0.009], [0.081, 0.185, -0.075], [-0.121, 0.024, -0.148], [-0.381, 0.460, -0.079], [0.211, -0.771, 0.203], [-0.019, -0.187, 0.006], [-0.340, 0.972, -0.095], [-0.045, 0.109, 0.055], [0.211, 0.059, -0.127], [0.031, 0.296, 0.182], [0.275, 0.076, 0.195], [0.115, -0.020, 0.018], [0.080, 0.120, 0.087], [0.062, 0.058, -0.218], [-0.289, 0.216, 0.058], [-0.112, 0.464, 0.065], [-0.197, 0.172, 0.056], [0.359, -0.057, -0.054], [0.064, -0.183, 0.040], [-0.005, 0.034, -0.247], [0.385, 0.028, -0.331], [0.769, -0.441, 0.037], [-0.063, 0.354, -0.003], [-0.046, -0.049, 0.091], [-0.504, 0.378, 0.202], [0.209, -0.012, -0.156], [0.022, 0.512, -0.545], [-0.071, -0.061, 0.015], [0.315, -0.068, 0.344], [-0.221, -0.203, -0.081], [-0.048, -0.018, 0.075], [0.247, -0.335, -0.208], [-0.067, -0.022, -0.067], [-0.033, 0.462, -0.006], [0.000, -0.030, -0.092], [-0.062, -0.471, 0.101], [-0.043, -0.058, -0.036], [-0.868, -0.355, 0.210], [-0.035, 0.097, -0.009], [-0.075, 0.697, -0.827], [0.186, -0.104, 0.013], [-0.071, 0.075, 0.003], [0.092, -0.045, -0.002], [-0.065, -0.076, 0.024], [0.377, -0.189, 1.022], [0.003, 0.306, 0.155], [-0.228, -1.323, 0.610], [-0.014, -0.072, 0.034], [-0.058, -0.202, -0.055], [-0.068, -0.018, -0.026], [0.253, 0.058, 0.053], [0.079, 0.082, 0.015], [-0.095, -0.008, -0.051], [-0.032, -0.008, -0.093], [0.089, -0.488, -0.040], [0.389, 0.004, 0.016], [-0.131, -0.050, -0.040], [0.054, 0.234, -0.217], [-0.130, 0.016, -0.088]],
  "relative_energy_kcal_mol": 0.00,
  "homo_lumo_gap_ev": 8.68,
  "e_tot_ev": -84630.339,
  "spin_multiplicity": 1,
  "charge": -1
}